Record 1
{
  "formula": "C15H48O9",
  "method": "ωB97M-V with the def2-TZVPD basis set",
  "elements": ["C", "O", "H", "H", "H", "H", "C", "O", "H", "H", "H", "H", "C", "O", "H", "H", "H", "H", "C", "O", "H", "H", "H", "H", "C", "O", "H", "H", "H", "H", "C", "O", "H", "H", "H", "H", "C", "C", "C", "O", "H", "H", "H", "H", "H", "H", "H", "H", "C", "C", "C", "O", "H", "H", "H", "H", "H", "H", "H", "H", "C", "C", "C", "O", "H", "H", "H", "H", "H", "H", "H", "H"],
  "xyz": [[3.51850, -2.07837, -0.32636], [3.15253, -2.34616, 1.01195], [3.72743, -1.01580, -0.49635], [4.40773, -2.58936, -0.68370], [2.64142, -2.27022, -0.95081], [2.40962, -1.79329, 1.28356], [-0.74297, 2.53133, -3.93902], [-0.68147, 1.23711, -4.54139], [-0.02070, 2.63068, -3.13313], [-0.45504, 3.23633, -4.72532], [-1.73429, 2.81978, -3.58327], [-1.08775, 1.27545, -5.40820], [0.35468, 0.68688, -0.78459], [0.63997, 0.08948, -2.02039], [0.31907, 1.78676, -0.86286], [-0.59298, 0.39830, -0.31517], [1.16682, 0.50334, -0.07826], [-0.05754, 0.33326, -2.64232], [4.05404, 1.13877, -2.32436], [5.26731, 0.89203, -3.01163], [3.89964, 2.22730, -2.30694], [3.22149, 0.59734, -2.76933], [4.09657, 0.96792, -1.24886], [5.20178, 1.22913, -3.90597], [1.65412, -2.35961, -3.74496], [1.76717, -3.64820, -4.37852], [0.89240, -1.68599, -4.12365], [1.34161, -2.56921, -2.71676], [2.67588, -1.97536, -3.70786], [2.03153, -4.26651, -3.69686], [0.53916, -1.06988, 3.71091], [1.18972, -0.56300, 2.56989], [-0.53905, -0.86954, 3.63968], [0.68758, -2.13332, 3.88544], [0.87022, -0.54972, 4.61858], [1.21932, 0.39989, 2.63563], [-0.93958, -2.68809, 0.70623], [-1.97504, -3.80454, 0.62016], [-3.08057, -3.47946, -0.36078], [-1.30127, -5.00663, 0.18792], [-0.14663, -2.87779, 1.42874], [-1.44046, -1.73945, 0.91968], [-0.47053, -2.59240, -0.27688], [-2.34216, -4.12069, 1.60564], [-2.76367, -3.74157, -1.37292], [-3.37159, -2.43084, -0.30756], [-3.99890, -4.05755, -0.23354], [-0.42701, -5.06504, 0.57663], [1.90364, 3.55539, 1.30030], [1.34900, 3.20098, 2.67090], [-0.12168, 2.81320, 2.58596], [2.04934, 2.06786, 3.18452], [1.15775, 4.21065, 0.83573], [2.10139, 2.76467, 0.58101], [2.81352, 4.14579, 1.43801], [1.41994, 4.09222, 3.29969], [-0.29783, 1.91295, 1.99258], [-0.74706, 3.63884, 2.24498], [-0.55582, 2.58680, 3.56612], [2.95934, 2.29087, 3.40126], [-3.56875, 0.73611, 0.33687], [-4.26004, 0.68231, 1.71664], [-3.85934, 1.90469, 2.54947], [-5.67035, 0.85957, 1.39558], [-3.25024, -0.26755, 0.04010], [-2.57722, 1.20270, 0.42253], [-4.12091, 1.27746, -0.42264], [-4.09513, -0.30912, 2.13872], [-2.76720, 1.81124, 2.60144], [-4.33259, 1.85931, 3.52948], [-4.11524, 2.81824, 2.02400], [-6.19260, 0.55131, 2.14465]],
  "forces_ev_per_angstrom": [[-1.177, 1.195, -0.305], [0.733, -0.509, 0.298], [0.098, 0.036, 0.244], [-0.131, -0.559, 0.463], [0.322, -0.338, -0.414], [0.069, 0.203, -0.081], [0.114, 0.510, -1.236], [0.029, -0.167, 0.931], [0.046, -0.378, 0.030], [0.001, 0.353, 0.335], [-0.080, -0.292, 0.078], [-0.094, 0.007, -0.027], [0.086, 1.106, 0.560], [-0.177, -0.190, -0.014], [-0.063, -0.060, -0.138], [0.107, -0.383, -0.191], [-0.034, -0.418, -0.134], [0.114, -0.149, -0.158], [-0.110, 1.360, -0.136], [0.431, -0.561, 0.624], [-0.558, -0.040, -0.464], [-0.193, 0.091, 0.155], [0.578, -0.826, -0.168], [-0.179, 0.048, -0.031], [0.670, -1.441, 1.400], [-0.645, 0.454, -0.705], [0.227, -0.197, -0.768], [0.041, 0.448, 0.065], [-0.326, 0.790, -0.071], [0.002, -0.062, 0.023], [-0.711, 0.866, 0.731], [0.171, -0.624, -0.445], [-0.017, -0.276, 0.016], [0.251, -0.027, -0.512], [0.142, -0.085, -0.061], [0.344, -0.035, 0.193], [-0.496, 0.147, -0.349], [1.065, -0.875, 0.529], [-0.422, -0.423, -0.291], [-0.427, -0.187, -0.814], [-0.123, -0.002, 0.151], [0.231, 0.014, 0.216], [-0.006, 0.060, -0.024], [-0.380, 0.838, 0.042], [0.270, 0.353, 0.021], [0.126, 0.018, -0.069], [0.149, -0.109, 0.384], [0.059, 0.183, 0.186], [-0.226, 1.292, -0.070], [-0.403, -0.693, -0.990], [-0.440, -0.141, 0.802], [-0.273, 0.121, 0.570], [0.260, 0.129, -0.128], [-0.097, -0.449, 0.424], [0.064, -0.093, -0.229], [0.242, -0.180, 0.284], [0.134, 0.173, -0.342], [0.211, -0.024, -0.440], [0.400, -0.059, 0.140], [0.012, 0.026, -0.098], [1.473, -0.521, 0.799], [-1.200, 1.656, -1.791], [0.820, -1.563, -0.058], [0.136, -0.739, 0.283], [-0.711, 0.002, -0.469], [-0.256, 0.372, 0.155], [-0.286, -0.190, 0.026], [0.095, 0.224, 0.515], [-0.121, 0.475, 0.597], [0.175, 0.227, 0.090], [-0.138, 0.013, -0.081], [0.005, 0.074, -0.056]],
  "charge": 0,
  "energy_ha": -1277.2994,
  "e_lumo_ev": 0.391,
  "smiles": "CC(C)O.CC(C)O.CC(C)O.CO.CO.CO.CO.CO.CO"
}

=====

Record 2
{
  "formula": "C15H50BF4N16O9",
  "method": "ωB97M-V with the def2-TZVPD basis set",
  "elements": ["B", "F", "F", "F", "F", "C", "O", "N", "N", "H", "H", "H", "H", "C", "O", "N", "N", "H", "H", "H", "H", "C", "O", "N", "N", "H", "H", "H", "H", "C", "O", "N", "N", "H", "H", "H", "H", "C", "O", "N", "N", "H", "H", "H", "H", "C", "O", "N", "N", "H", "H", "H", "H", "C", "O", "N", "N", "H", "H", "H", "H", "C", "C", "C", "O", "C", "N", "H", "H", "H", "H", "H", "H", "H", "H", "H", "H", "H", "C", "C", "C", "O", "C", "N", "H", "H", "H", "H", "H", "H", "H", "H", "H", "H", "H"],
  "xyz": [[-0.75218, 0.42779, 0.54269], [-1.81744, 0.52016, -0.38101], [-1.04669, -0.55978, 1.47478], [0.42619, 0.12063, -0.17425], [-0.50933, 1.66255, 1.19986], [-0.05610, 3.82197, -1.88563], [0.19480, 4.65148, -2.74499], [-0.43670, 4.17905, -0.62139], [-0.04241, 2.48266, -2.15439], [-0.26054, 5.11716, -0.32022], [-0.56499, 3.46909, 0.08052], [0.14727, 2.21678, -3.11839], [-0.32805, 1.80334, -1.46711], [-4.15617, -2.57087, -1.44450], [-5.07673, -3.17307, -1.97197], [-4.31641, -1.30306, -0.89447], [-2.81879, -2.98366, -1.53197], [-5.27051, -1.00325, -0.98212], [-3.56009, -1.06803, -0.27655], [-2.14685, -2.85753, -0.79507], [-2.69321, -3.79900, -2.10801], [-3.34056, 3.89293, 2.24905], [-4.06958, 4.88523, 2.27507], [-2.40909, 3.64014, 3.23492], [-3.42890, 2.94287, 1.26713], [-2.00857, 2.72997, 3.34591], [-2.28881, 4.41940, 3.85320], [-4.24885, 2.95855, 0.68314], [-2.88252, 2.10434, 1.31956], [-0.67029, 0.34165, -5.09076], [-0.02045, 1.36291, -4.96435], [-1.85650, 0.07450, -4.44285], [-0.26654, -0.64146, -6.00087], [-1.97706, 0.37374, -3.48880], [-2.33001, -0.78291, -4.65903], [0.43495, -0.23058, -6.59409], [-0.96458, -1.29582, -6.29801], [-4.85580, 1.62212, -2.05990], [-5.23046, 1.72328, -0.89833], [-3.52431, 1.55260, -2.42190], [-5.71273, 1.51643, -3.12298], [-3.40913, 1.33965, -3.39668], [-2.86060, 1.20352, -1.74489], [-5.43572, 1.44054, -4.08300], [-6.68312, 1.73894, -2.99500], [1.85092, 3.89169, 2.30802], [2.50365, 4.92957, 2.43487], [2.40906, 2.74994, 1.77106], [0.52979, 3.76992, 2.69067], [1.92459, 1.87853, 1.67180], [3.39602, 2.85611, 1.62961], [0.12341, 2.88733, 2.42696], [0.03161, 4.56717, 3.02292], [2.94632, -1.28848, 2.29743], [3.86040, -1.49825, 3.09297], [1.67470, -1.01471, 2.73946], [3.10608, -1.20211, 0.94266], [1.31211, -1.30345, 3.63310], [0.97274, -0.66817, 2.10467], [2.28038, -1.00225, 0.40701], [4.01520, -1.36388, 0.56182], [4.87085, -5.11274, -3.94122], [3.80482, -4.24637, -4.62324], [2.85446, -3.56400, -3.66258], [1.55188, -3.51267, -4.17940], [0.63926, -2.78920, -3.38675], [4.30885, -3.31581, -5.62728], [5.69596, -5.29662, -4.63490], [4.48205, -6.12914, -3.81716], [5.27299, -4.76511, -2.99001], [3.14386, -4.95756, -5.13133], [3.25385, -2.60546, -3.29626], [2.80736, -4.23843, -2.78628], [-0.28835, -2.81211, -3.95875], [1.01863, -1.78483, -3.19240], [0.37578, -3.30557, -2.45538], [5.04009, -3.68243, -6.22980], [4.84250, -2.59480, -5.13573], [1.66526, 1.84854, 6.42254], [1.21407, 0.65227, 5.60162], [0.86890, -0.60014, 6.37713], [0.49670, -1.62774, 5.43664], [1.16999, -2.86186, 5.67110], [-0.02447, 1.07661, 4.88509], [1.77875, 2.74434, 5.80395], [2.66205, 1.70791, 6.84918], [0.90895, 2.12639, 7.16001], [2.08365, 0.35344, 4.99904], [0.00558, -0.50130, 7.04538], [1.69359, -0.93493, 7.01414], [1.21005, -3.10112, 6.73627], [2.17005, -2.81244, 5.23192], [0.56976, -3.63802, 5.19727], [0.29759, 1.75478, 4.19087], [-0.25812, 0.27018, 4.29897]],
  "forces_ev_per_angstrom": [[0.454, -0.270, -0.307], [0.103, 0.166, 0.324], [0.001, 0.017, 0.081], [-0.099, -0.246, 0.231], [-0.499, -0.325, -0.101], [-0.389, 0.184, -0.212], [0.302, 0.235, -0.131], [-0.036, -0.536, 0.148], [0.053, -0.036, -0.058], [0.026, 0.096, -0.097], [0.055, 0.164, 0.056], [-0.175, 0.027, 0.392], [0.233, 0.117, -0.298], [0.197, 1.224, -0.313], [0.422, -0.077, -0.041], [0.615, -2.700, -0.970], [-0.571, -0.279, -0.322], [0.123, 0.668, 0.950], [-0.561, 1.195, 0.284], [-0.098, 0.257, 0.084], [-0.056, -0.189, 0.314], [-0.871, -0.173, -0.141], [0.732, -0.402, 0.007], [-0.566, 0.583, -0.854], [0.042, 0.501, 0.531], [0.209, 0.058, 0.368], [0.166, -0.379, 0.474], [0.077, -0.167, -0.156], [-0.026, -0.084, -0.148], [0.205, -0.287, -0.854], [-0.111, -0.388, 0.451], [-0.024, -0.055, 0.005], [-0.333, 1.288, 1.312], [0.437, 0.022, -0.154], [0.079, -0.272, 0.160], [-0.108, -0.599, -0.547], [0.281, -0.164, -0.537], [1.042, -0.326, 0.406], [-0.191, 0.051, -0.441], [-1.316, 0.240, -0.247], [-0.781, 0.103, -0.144], [0.413, 0.161, 0.091], [-0.118, 0.214, 0.051], [0.402, 0.058, 0.066], [0.047, 0.021, 0.341], [0.036, 0.642, 0.176], [-0.486, -0.759, -0.011], [-0.126, 1.061, 0.431], [1.680, -0.780, -0.360], [0.083, -0.107, -0.058], [0.028, -0.442, -0.201], [-0.716, 0.576, 0.105], [-0.211, 0.045, -0.116], [0.099, 0.531, 1.174], [-0.133, -0.457, -0.551], [-0.313, 0.218, -0.850], [-0.453, -0.056, 0.699], [0.435, -0.010, 0.249], [0.019, -0.355, -0.103], [0.225, 0.006, -0.550], [0.026, 0.103, -0.183], [0.100, -0.696, -0.351], [-0.249, -0.639, -0.735], [0.192, -0.984, 1.238], [0.258, 0.319, -0.486], [-0.274, -0.534, -0.270], [0.657, 1.040, 0.326], [0.126, 0.388, 0.057], [-0.178, 0.174, 0.481], [-0.065, 0.217, -0.033], [0.120, 0.096, -0.259], [-0.268, 0.148, -0.283], [0.150, 0.291, 0.121], [0.047, 0.562, -0.036], [-0.312, 0.129, 0.058], [0.473, 0.027, 0.240], [-0.389, -0.661, -0.030], [-0.426, 0.151, 0.004], [0.133, 0.265, 0.199], [-0.336, 0.548, 0.391], [-0.413, -0.343, 0.371], [0.408, -0.072, 0.412], [-0.401, 0.181, -0.232], [1.217, -0.761, -0.889], [-0.126, -0.235, -0.320], [-0.234, -0.191, 0.351], [0.196, -0.196, 0.253], [-0.383, 0.154, -0.567], [0.005, 0.481, -0.069], [0.219, 0.044, -0.270], [0.127, 0.098, 0.040], [0.094, -0.227, 0.138], [0.157, -0.021, -0.169], [-0.195, 0.170, 0.261], [-0.413, 0.167, 0.153]],
  "charge": -1,
  "energy_ha": -2579.7173,
  "e_lumo_ev": 1.985
}